Entry from the OMol25 dataset: a molecular structure, C28H22AuGeN12O3S (ωB97M-V with the def2-TZVPD basis set).

```
68
C28H22AuGeN12O3S | the OMol25 dataset | ωB97M-V with the def2-TZVPD basis set
Au -0.4185 -0.5415 -0.3927
N 0.5571 -2.9692 1.9860
C -0.1027 -1.8504 2.4436
N -0.3203 -1.6277 3.7232
N -0.9660 -0.4606 3.7533
N -1.1387 -0.0001 2.5484
N -0.6144 -0.8705 1.6943
C 0.7160 -3.3220 0.7137
N 1.3315 -4.4612 0.3125
N 1.2634 -4.4456 -0.9750
N 0.6393 -3.3170 -1.4011
N 0.2818 -2.6277 -0.3599
H 0.9529 -3.5769 2.6965
C 2.2628 -0.3561 -2.9438
Ge 2.0611 0.2732 -1.1082
C 2.1426 2.1787 -0.8974
C 3.0325 2.7726 0.0022
C 3.0409 4.1510 0.1613
C 2.1508 4.9460 -0.5518
C 1.2664 4.3656 -1.4527
C 1.2692 2.9912 -1.6279
C 3.0151 -0.8588 0.1534
C 3.6663 -1.9552 -0.3645
C 4.3071 -2.8988 0.4675
C 4.2734 -2.7417 1.8213
C 3.5985 -1.6407 2.4080
C 3.5396 -1.4861 3.8165
C 2.8714 -0.4378 4.3778
C 2.2294 0.5103 3.5530
C 2.2728 0.3872 2.1937
C 2.9612 -0.6878 1.5738
H 3.3135 -0.2545 -3.2238
H 1.6719 0.2719 -3.6088
H 1.9530 -1.3933 -3.0570
H 3.7178 2.1628 0.5802
H 3.7360 4.6060 0.8554
H 2.1115 6.0195 -0.4190
H 0.5703 5.0092 -1.9737
H 0.5683 2.5433 -2.3283
H 3.6969 -2.1131 -1.4365
H 4.8141 -3.7453 0.0241
H 4.7599 -3.4595 2.4712
H 4.0389 -2.2188 4.4395
H 2.8253 -0.3307 5.4530
H 1.6945 1.3366 4.0027
H 1.7800 1.1302 1.5778
O -0.3183 9.2757 -2.4583
S -0.4135 8.3306 -1.3734
O 0.7214 7.4276 -1.2479
O -0.9184 8.8405 -0.1154
C -1.7663 7.2147 -1.8757
N -2.7950 7.7144 -2.5639
C -3.7595 6.8733 -2.8974
C -3.7336 5.5202 -2.5711
C -2.6378 5.1169 -1.8325
N -1.6677 5.9512 -1.4776
C -2.4043 3.7297 -1.3612
C -2.7309 2.6083 -2.1206
C -2.3127 1.3671 -1.6943
N -1.6281 1.2053 -0.5504
C -1.3682 2.2703 0.2207
C -1.7374 3.5398 -0.1558
H -4.5965 7.2916 -3.4470
H -4.5338 4.8497 -2.8518
H -3.2539 2.7029 -3.0622
H -2.5061 0.4771 -2.2801
H -0.8322 2.0770 1.1394
H -1.4566 4.3939 0.4444
```

Properties
<S²>	3.78
multiplicity	4
total energy	-124453.3954	eV
Kohn-Sham gap (alpha / beta)	6.56 / 2.91	eV
energy above the lowest of the compared OMol25 structures with the same formula, charge and spin	0.00	kJ/mol
total charge	0
highest occupied orbital energy (alpha / beta)	-0.28579 / -0.28579	hartree

***

Entry from the OMol25 dataset: 9 unconnected molecules or ions with the total composition C63H66BClF8NO6S2 (ωB97M-V with the def2-TZVPD basis set).

```
148
C63H66BClF8NO6S2 | the OMol25 dataset | ωB97M-V with the def2-TZVPD basis set
C -3.9155 -1.4164 -1.7513
C -3.4691 -1.2030 -0.6586
C -2.6968 -0.8640 0.5440
Cl -2.6052 -2.4043 1.5261
C -1.2167 -0.5237 0.2192
C -1.0051 0.3563 -1.0353
C 0.4651 0.3434 -1.4551
C 0.7136 -0.0788 -2.7378
O -0.5046 -0.0102 1.3206
C -1.1000 1.1574 1.8493
C -0.1363 1.6824 2.9187
C -0.2055 3.2236 3.0562
C 1.1799 3.8696 2.9283
S 0.8937 5.6413 3.0993
O 0.1555 5.8909 4.3181
O 0.2043 6.1306 1.9218
O 2.3189 6.3666 3.2220
C -2.4960 0.7934 2.4225
C -3.1466 1.8973 3.2653
C -2.7898 1.8018 4.7864
O -3.9524 1.5194 5.5445
N -3.4049 0.2261 1.3551
S -4.7656 -0.6253 2.2418
B -4.0942 1.2789 0.4276
C -3.4161 2.5862 -0.1169
O -5.4156 1.0524 0.1121
H -4.4909 -1.5329 -2.6410
H -0.7473 -1.4828 0.0082
H -1.2283 1.4105 -0.8753
H -1.5575 0.0087 -1.9056
H 1.2745 0.6690 -0.8128
H 0.3760 -1.0556 -3.0780
H 1.2204 0.5503 -3.4653
H -1.1551 1.9220 1.0694
H -0.2469 1.1928 3.8836
H 0.8701 1.4500 2.5593
H -0.6308 3.5548 4.0031
H -0.8379 3.6395 2.2669
H 1.8371 3.5247 3.7283
H 1.6513 3.7210 1.9559
H 2.1632 7.2974 3.0041
H -2.2997 -0.0453 3.0967
H -4.2370 1.9065 3.2435
H -2.8302 2.8915 2.9396
H -2.0907 0.9759 4.9515
H -2.3768 2.7429 5.1348
H -4.1037 0.5736 5.5450
H -5.5715 0.4251 2.5640
H -4.2072 3.2922 -0.3741
H -2.8273 3.0788 0.6622
H -2.8504 2.4173 -1.0348
H -5.4865 0.9085 -0.8413
F 3.0198 1.5756 -2.0868
C 4.3376 1.3365 -2.2692
C 5.2344 2.3757 -2.1209
C 6.5864 2.1242 -2.3041
C 7.0186 0.8474 -2.6396
C 6.0992 -0.1827 -2.7882
C 4.7467 0.0598 -2.5974
H 4.8748 3.3649 -1.8661
H 7.3031 2.9255 -2.1853
H 8.0738 0.6566 -2.7850
H 6.4346 -1.1765 -3.0524
H 4.0139 -0.7303 -2.7005
F 3.3247 5.0158 -1.2186
C 3.1290 6.3530 -1.1627
C 4.1090 7.1974 -1.6462
C 3.9016 8.5683 -1.5884
C 2.7280 9.0741 -1.0427
C 1.7566 8.2076 -0.5582
C 1.9542 6.8359 -0.6223
H 5.0195 6.7840 -2.0602
H 4.6567 9.2424 -1.9690
H 2.5717 10.1437 -0.9962
H 0.8433 8.5982 -0.1291
H 1.2066 6.1470 -0.2560
F 6.5229 -2.9721 -0.5895
C 7.5068 -2.6200 0.2634
C 7.4427 -3.0436 1.5761
C 8.4597 -2.6832 2.4492
C 9.5170 -1.9007 2.0035
C 9.5611 -1.4809 0.6808
C 8.5522 -1.8459 -0.1987
H 6.6074 -3.6475 1.9054
H 8.4268 -3.0139 3.4784
H 10.3063 -1.6190 2.6876
H 10.3819 -0.8684 0.3330
H 8.5730 -1.5358 -1.2349
F -1.7587 1.5742 -5.1217
C -0.8998 2.1543 -5.9922
C -0.0309 3.1263 -5.5347
C 0.8519 3.7178 -6.4266
C 0.8500 3.3379 -7.7619
C -0.0323 2.3619 -8.2048
C -0.9116 1.7604 -7.3155
H -0.0482 3.4146 -4.4911
H 1.5410 4.4753 -6.0787
H 1.5367 3.8027 -8.4565
H -0.0370 2.0675 -9.2454
H -1.6010 0.9924 -7.6413
F -0.7906 -2.6906 -3.6081
C -0.4001 -3.8791 -3.0901
C 0.3313 -3.8891 -1.9182
C 0.7275 -5.1074 -1.3842
C 0.3960 -6.2909 -2.0301
C -0.3363 -6.2582 -3.2098
C -0.7431 -5.0443 -3.7449
H 0.5888 -2.9536 -1.4352
H 1.2968 -5.1321 -0.4648
H 0.7098 -7.2388 -1.6143
H -0.5907 -7.1795 -3.7155
H -1.3201 -4.9982 -4.6591
F -6.4376 -7.1501 5.2168
C -5.3294 -6.9168 4.4935
C -5.0343 -5.6208 4.1173
C -3.8869 -5.3827 3.3747
C -3.0581 -6.4359 3.0112
C -3.3745 -7.7324 3.3949
C -4.5150 -7.9772 4.1458
H -5.6972 -4.8150 4.4047
H -3.6394 -4.3719 3.0780
H -2.1652 -6.2465 2.4290
H -2.7326 -8.5536 3.1107
H -4.7735 -8.9793 4.4618
F -1.6963 -9.8853 4.9511
C -0.8161 -9.1169 5.6232
C -1.2849 -8.2378 6.5800
C -0.3766 -7.4514 7.2737
C 0.9812 -7.5457 6.9974
C 1.4327 -8.4316 6.0285
C 0.5305 -9.2278 5.3374
H -2.3475 -8.1740 6.7752
H -0.7293 -6.7646 8.0312
H 1.6868 -6.9292 7.5385
H 2.4896 -8.5042 5.8102
H 0.8636 -9.9304 4.5848
F -4.9511 2.0852 -2.6718
C -5.3738 3.0266 -3.5620
C -6.4938 3.7746 -3.2642
C -6.9164 4.7353 -4.1718
C -6.2210 4.9248 -5.3588
C -5.0981 4.1572 -5.6388
C -4.6645 3.2008 -4.7320
H -7.0257 3.6055 -2.3363
H -7.7887 5.3352 -3.9522
H -6.5552 5.6719 -6.0658
H -4.5586 4.3021 -6.5645
H -3.7869 2.5967 -4.9276
```

Properties
total energy	-136774.7932	eV
Kohn-Sham gap	7.01	eV
total charge	+1
highest occupied orbital energy	-0.38130	hartree

***

Entry from the OMol25 dataset: a molecular structure, C11H40AsF6N4O9 (ωB97M-V with the def2-TZVPD basis set).

```
71
C11H40AsF6N4O9 | the OMol25 dataset | ωB97M-V with the def2-TZVPD basis set
As -25.5886 -13.0044 11.2267
F -23.9189 -12.9745 10.4514
F -26.4029 -13.7327 9.7790
F -27.1984 -13.1922 12.0370
F -24.9127 -12.3614 12.7971
F -25.9330 -11.3693 10.5830
F -25.2873 -14.6423 11.8349
C -26.9515 -6.8995 12.9106
O -26.5110 -6.6542 11.6115
H -28.0196 -7.1167 12.9065
H -26.5902 -7.8290 13.3504
H -26.7394 -6.0503 13.5602
H -25.9413 -7.3542 11.2843
C -29.6861 -5.9926 6.9044
O -29.8934 -7.0782 7.8241
H -30.5299 -5.5619 6.3653
H -29.3507 -5.1410 7.4963
H -29.0487 -6.3493 6.0954
H -29.0716 -7.5548 7.9621
C -32.0006 -13.1883 9.2065
O -32.7802 -13.2461 8.0003
H -31.5751 -14.0885 9.6500
H -31.0847 -12.6138 9.0682
H -32.4885 -12.6895 10.0439
H -32.0470 -13.2591 7.3808
C -23.9621 -12.8510 17.9203
O -22.6618 -12.4748 18.3376
H -24.0140 -13.6656 17.1979
H -24.4886 -13.2891 18.7682
H -24.5712 -12.0191 17.5666
H -22.1275 -12.6012 17.5501
C -29.6439 -10.5619 17.2496
O -30.0920 -9.3850 16.7196
H -30.3319 -10.9336 18.0089
H -29.6296 -11.3411 16.4876
H -28.6641 -10.5291 17.7261
H -29.6972 -8.6857 17.2457
C -17.8606 -12.1779 10.9115
O -18.8303 -12.1484 11.9213
H -18.2034 -11.5089 10.1222
H -16.8600 -11.7987 11.1191
H -17.8314 -13.1907 10.5096
H -19.6667 -12.4452 11.5552
C -28.0157 -19.5365 10.4035
O -28.3486 -20.6419 10.1581
N -28.6632 -18.4038 10.0484
N -26.9754 -19.2511 11.1081
H -29.4937 -18.5603 9.4954
H -28.2178 -17.5259 10.2741
H -26.6961 -18.3385 11.4388
H -26.5475 -20.0507 11.5528
C -29.0366 -15.8854 3.8508
O -29.6613 -14.9490 4.3023
N -28.5399 -15.9571 2.7062
N -28.5925 -16.8255 4.6159
H -28.7582 -15.1250 2.1769
H -27.8822 -16.6666 2.4161
H -28.6026 -16.7839 5.6250
H -28.1573 -17.6572 4.2433
C -24.3861 -11.4433 5.0397
C -22.8012 -11.2986 5.0663
C -22.3952 -9.9379 5.6805
O -22.2787 -12.3932 5.8002
H -24.7928 -11.1610 6.0108
H -24.6764 -12.4436 4.7182
H -24.8372 -10.6787 4.4073
H -22.4445 -11.3312 4.0369
H -22.8290 -9.8545 6.6770
H -22.6661 -9.1079 5.0281
H -21.3193 -9.9943 5.8460
H -22.4183 -12.2476 6.7387
```

Properties
total energy	-113589.4836	eV
Kohn-Sham gap	10.26	eV
total charge	-1
highest occupied orbital energy	-0.30148	hartree

***

Entry from the OMol25 dataset: a gas-phase ion, C4H9N2O2 (charge -1) (ωB97M-V with the def2-TZVPD basis set).

```
17
C4H9N2O2 | the OMol25 dataset | ωB97M-V with the def2-TZVPD basis set
C 0.7958 -0.4160 -1.3949
C -0.5309 0.2274 -1.0102
N -0.7328 1.5564 -1.5738
C -0.5014 0.3785 0.6176
N -0.3012 -1.0374 1.1238
C 0.4044 -0.9333 2.4688
O 0.4309 -1.9905 3.1311
O 1.0490 0.0890 2.6627
H 0.5624 -1.2149 -2.0474
H 1.5477 0.3449 -1.7878
H 1.3657 -0.7790 -0.5690
H -1.3377 -0.4327 -1.3550
H -0.9170 2.3301 -0.8326
H -0.1338 1.9018 -2.2427
H -1.3330 0.8998 1.1366
H 0.5230 0.8421 0.8459
H -0.8913 -1.7661 0.8269
```

Properties
total energy	-11369.6520	eV
Kohn-Sham gap	7.79	eV
energy above the lowest of the compared OMol25 structures with the same formula, charge and spin	146.04	kJ/mol
SMILES	C[C@H](N)CNC(=O)[O-]
total charge	-1
highest occupied orbital energy	-0.14301	hartree

***

Entry from the OMol25 dataset: 2 unconnected molecules or ions with the total composition C20H35N4O2S2 (ωB97M-V with the def2-TZVPD basis set).

```
63
C20H35N4O2S2 | the OMol25 dataset | ωB97M-V with the def2-TZVPD basis set
C -2.2558 -2.6657 -0.2419
C -2.1314 -1.7937 -1.0644
C -1.7422 -0.5318 -1.7813
N -1.0221 0.4661 -0.9272
C -0.5938 1.5607 -1.8728
C -0.0461 2.8375 -1.1774
C 1.3727 2.7029 -0.5478
C 1.7506 4.0749 0.1243
C 0.9207 4.3835 1.4038
C -1.9957 0.9803 0.1095
C -3.1150 1.9025 -0.4100
C -4.0982 2.2762 0.7641
S -3.2038 2.8884 2.2528
C -2.7947 1.3798 3.1996
S -3.9266 0.2798 3.5715
N -1.4352 1.2030 3.5571
C -0.5719 2.0094 4.2937
C 0.6720 1.4048 4.3187
N 0.5927 0.1818 3.6190
C -0.6448 0.1168 3.2159
O 0.0088 -0.0480 -0.1587
C 0.9954 -0.8111 -0.8555
C 2.1018 -1.1629 0.2158
H -2.3079 -3.4117 0.5491
H -2.6680 -0.1173 -2.2307
H -1.1249 -0.8372 -2.6556
H -1.4298 1.8658 -2.5386
H 0.1934 1.2126 -2.5745
H -0.7109 3.2764 -0.4112
H 0.0419 3.6119 -1.9766
H 1.3866 1.9627 0.2840
H 2.1668 2.4484 -1.2799
H 1.5378 4.8809 -0.6126
H 2.8302 4.1157 0.3664
H 1.1214 3.6167 2.1847
H -0.1772 4.4089 1.2487
H 1.1953 5.3783 1.8193
H -1.3544 1.5581 0.8117
H -2.4378 0.1633 0.7077
H -3.7621 1.4633 -1.2048
H -2.7632 2.8693 -0.8314
H -4.5651 1.3150 1.0819
H -4.8549 3.0059 0.4278
H -0.8753 2.9575 4.7543
H 1.5744 1.8027 4.7931
H -0.9341 -0.7821 2.6511
H 1.5271 -0.2980 -1.6806
H 0.6468 -1.8018 -1.2277
H 3.0982 -1.1738 -0.2595
H 1.8629 -2.1636 0.6111
H 2.0494 -0.4533 1.0709
C 2.5119 -5.0797 -0.6533
O 2.8866 -4.0264 -0.1670
N 2.4877 -5.3594 -1.9722
C 2.0284 -6.6390 -2.4808
C 2.9366 -4.3478 -2.9119
H 2.1527 -5.9128 -0.0278
H 2.8360 -7.1167 -3.0385
H 1.1758 -6.4790 -3.1443
H 1.7256 -7.2922 -1.6642
H 3.9735 -4.0865 -2.6954
H 2.3225 -3.4512 -2.8002
H 2.8586 -4.7188 -3.9315
```

Properties
total energy	-53022.1126	eV
Kohn-Sham gap	7.78	eV
total charge	+1
highest occupied orbital energy	-0.42126	hartree

***

Entry from the OMol25 dataset: a molecular structure, C23H19CuNO4P (ωB97M-V with the def2-TZVPD basis set).

```
49
C23H19CuNO4P | the OMol25 dataset | ωB97M-V with the def2-TZVPD basis set
Cu 2.0702 -0.0394 0.4683
O 1.9803 -3.0750 -2.6344
C 2.2779 -2.2757 -1.7176
O 2.5654 -1.0692 -1.7744
C 2.2701 -2.8821 -0.2936
C 2.2159 -4.2584 -0.1245
C 2.2680 -4.7810 1.1579
C 2.3852 -3.9150 2.2302
C 2.4262 -2.5456 1.9940
N 2.3461 -2.0490 0.7540
C 2.6181 -1.5629 3.1753
O 2.5799 -2.0940 4.3061
O 2.8103 -0.3789 2.8507
H 2.1348 -4.8664 -1.0143
H 2.2256 -5.8540 1.3176
H 2.4438 -4.2406 3.2589
C 1.3778 1.6995 0.1596
C 0.9267 2.8214 -0.0405
C 0.4005 4.1224 -0.2742
C -0.6740 4.3289 -1.1563
C -1.1904 5.5947 -1.3797
C -0.6550 6.7049 -0.7358
C 0.4109 6.5209 0.1379
C 0.9291 5.2564 0.3663
H -1.0875 3.4658 -1.6609
H -2.0210 5.7176 -2.0667
H -1.0602 7.6946 -0.9121
H 0.8425 7.3742 0.6504
H 1.7557 5.1161 1.0509
C -3.3799 -1.1114 1.6891
P -1.5536 -0.9743 1.3757
C -1.1967 -2.7820 1.3858
C -1.6087 -0.6541 -0.4268
C -0.8172 -1.3788 -1.3117
C -0.7450 -1.0450 -2.6574
C -1.4976 0.0112 -3.1446
C -2.3033 0.7402 -2.2764
C -2.3440 0.4220 -0.9284
H -3.8466 -0.1272 1.6459
H -3.5252 -1.5012 2.6992
H -3.8729 -1.7724 0.9716
H -1.8484 -3.3335 0.7032
H -1.3393 -3.1438 2.4059
H -0.1569 -2.9704 1.1216
H -0.2172 -2.2062 -0.9595
H -0.0659 -1.6038 -3.2905
H -1.4388 0.2860 -4.1912
H -2.8820 1.5788 -2.6483
H -2.9335 1.0359 -0.2561
```

Properties
total energy	-87769.2933	eV
Kohn-Sham gap	6.13	eV
energy above the lowest of the compared OMol25 structures with the same formula, charge and spin	0.00	kJ/mol
total charge	-2
highest occupied orbital energy	-0.05151	hartree

***

Entry from the OMol25 dataset: a gas-phase ion, C5H10N (charge +1) (ωB97M-V with the def2-TZVPD basis set).

```
16
C5H10N | the OMol25 dataset | ωB97M-V with the def2-TZVPD basis set
C -2.5853 0.0611 -0.1208
C -1.3620 -0.2006 0.3457
C -0.1509 -0.8648 -0.3004
C 1.2599 -1.2939 0.2899
N 1.0966 -0.0790 -0.4857
C 1.2759 1.2865 0.1390
H -3.2866 0.7139 0.4191
H -2.9060 -0.3518 -1.1022
H -1.0579 0.2506 1.3377
H -0.4564 -1.3564 -1.2030
H 1.3052 -1.1607 1.3059
H 1.7921 -1.9916 -0.2746
H 1.3081 -0.0493 -1.4364
H 0.7471 2.2267 -0.3821
H 0.7003 1.1442 1.1036
H 2.3197 1.6651 0.3643
```

Properties
total energy	-6827.6952	eV
Kohn-Sham gap	11.32	eV
energy above the lowest of the compared OMol25 structures with the same formula, charge and spin	241.86	kJ/mol
SMILES	C=C[C@@H]1C[N@@H+]1C
total charge	+1
highest occupied orbital energy	-0.53017	hartree

***

Entry from the OMol25 dataset: a molecular structure, C6H12N2P (ωB97M-V with the def2-TZVPD basis set).

```
21
C6H12N2P | the OMol25 dataset | ωB97M-V with the def2-TZVPD basis set
C -0.3109 1.3638 -0.2070
C 0.3448 -0.7957 -0.1980
C -1.3083 2.4476 -0.1278
C 0.1059 -2.5440 -0.2977
C -2.0748 -0.4167 -0.1720
C 3.0522 0.0425 0.7677
N 0.9554 1.5702 -0.2795
N -0.7000 0.0125 -0.2006
P 1.7922 0.1603 -0.5544
H -1.9750 2.3174 0.7245
H -1.9073 2.4860 -1.0387
H -0.7845 3.3947 -0.0268
H -0.4585 -2.8193 0.5817
H 1.0919 -2.9808 -0.3066
H -0.4343 -2.7347 -1.2152
H -2.2035 -1.2925 -0.8059
H -2.7208 0.3809 -0.5311
H -2.3712 -0.6785 0.8460
H 3.8185 0.7865 0.5580
H 3.4945 -0.9505 0.7504
H 2.5938 0.2501 1.7333
```

Properties
total energy	-18678.5892	eV
Kohn-Sham gap	8.96	eV
energy above the lowest of the compared OMol25 structures with the same formula, charge and spin	29.17	kJ/mol
total charge	+1
highest occupied orbital energy	-0.50437	hartree

***

> Which formula does entry 8 have?

C6H12N2P

***

> Which of these has the lowest total energy?

C63H66BClF8NO6S2

***

> Which formula does entry 8 have?

C6H12N2P